No. 1
Molecular formula: C7H6O6SV
Method: DFT, the ωB97M-V functional and the def2-TZVPD basis

Results
* gap between HOMO and LUMO (alpha / beta): 7.86 / 6.61 eV
* spin multiplicity: 4
* ⟨S²⟩: 3.77
* LUMO level (alpha / beta): -9.95 / -11.13 eV
* net charge: +2
* ΔE to the lowest compared entry with this formula, charge and spin: 111.4 kJ/mol
* HOMO energy (alpha / beta): -17.8 / -17.7 eV

Last column: Mulliken spin population.
Element x y z (Å)
O  -0.06409  3.34218  -1.36499  0.0789
C  -0.03454  2.17932  -1.40035  -0.0734
V  0.00788  0.14098  -1.60202  2.9151
O  -0.06586  0.15719  -4.67320  0.1719
C  -0.03597  0.16242  -3.51177  -0.1212
C  -0.05745  -1.83284  -1.49483  -0.1003
O  -0.07098  -3.00349  -1.44608  0.1225
C  -2.07698  0.17820  -1.29680  -0.0719
O  -3.22133  0.15983  -1.38956  0.0466
C  1.95168  0.15398  -1.38300  -0.0960
O  3.10652  0.15959  -1.37209  0.1143
C  0.42745  0.89551  2.83967  -0.0018
S  -0.03689  0.32698  1.17787  -0.0284
C  0.01332  -1.43604  1.54332  0.0082
O  -1.48752  0.70789  0.99154  0.0347
H  1.38453  0.47348  3.15769  0.0003
H  -0.36317  0.56037  3.51320  -0.0019
H  0.51238  1.98004  2.84551  0.0004
H  0.04586  -1.53427  2.62914  0.0010
H  -0.86347  -1.93376  1.12964  -0.0007
H  0.92862  -1.83758  1.10713  0.0020

---

No. 2
Molecular formula: C16H48N3O6PS5
Method: DFT, the ωB97M-V functional and the def2-TZVPD basis

Results
* gap between HOMO and LUMO: 8.26 eV
* spin multiplicity: 1
* LUMO level: 0.01 eV
* ΔE to the lowest compared entry with this formula, charge and spin: 0.0 kJ/mol
* HOMO energy: -8.3 eV

Last column: Löwdin charge in e.
Element x y z (Å)
O  -5.12679  1.66612  0.11759  -0.3047
P  -4.08665  1.18267  1.04433  0.6085
N  -3.13962  -0.10030  0.32651  -0.3034
C  -3.74552  -1.33573  -0.03713  -0.1487
C  -1.98271  0.18923  -0.57006  -0.0944
N  -4.73606  0.56777  2.53284  -0.3039
C  -4.06164  -0.47470  3.38399  -0.1006
C  -5.96731  1.21831  2.95061  -0.1260
N  -3.01637  2.41055  1.59043  -0.2888
C  -3.01900  3.93126  1.40380  -0.0608
C  -1.92809  2.02719  2.47273  -0.1429
H  -3.12480  -2.19340  -0.29638  0.0753
H  -4.45941  -1.21600  -0.85207  0.0832
H  -4.44342  -1.57615  0.76490  0.0691
H  -1.31737  0.98073  -0.22517  0.0609
H  -2.42981  0.43447  -1.53342  0.0850
H  -1.35917  -0.68396  -0.76188  0.0612
H  -3.09389  -0.71594  2.94426  0.0603
H  -4.09200  -0.40376  4.47126  0.0766
H  -4.66888  -1.36731  3.23364  0.0628
H  -6.56581  1.59450  2.12093  0.0745
H  -6.57197  0.41849  3.37813  0.0734
H  -5.80591  1.90620  3.78058  0.0760
H  -3.86875  4.24449  0.79725  0.0727
H  -3.01430  4.41692  2.37961  0.0833
H  -2.20545  4.23283  0.74402  0.0522
H  -1.48556  1.06784  2.20460  0.0705
H  -2.25316  1.98698  3.51236  0.0761
H  -1.25608  2.88499  2.44659  0.0529
C  0.87620  -3.57061  0.02098  -0.2380
S  -0.64345  -4.51198  0.56179  0.8331
O  -0.24158  -5.95708  0.43200  -0.5897
C  -0.35503  -4.24458  2.35251  -0.2605
H  1.22143  -3.92625  -0.94981  0.0561
H  1.67772  -3.63873  0.75652  0.0278
H  0.41935  -2.58633  -0.08186  0.0177
H  -1.28073  -4.53947  2.84671  0.0376
H  -0.15632  -3.17618  2.43695  0.0427
H  0.34866  -4.97044  2.75999  0.0613
C  3.87298  -2.84451  2.50133  -0.2389
S  4.57657  -2.31694  4.19638  0.8527
O  5.09451  -3.61361  4.79811  -0.5959
C  6.03119  -1.59868  3.35457  -0.2848
H  3.74928  -1.92928  1.92242  0.0217
H  2.93774  -3.39821  2.58405  0.0205
H  4.52655  -3.55555  1.99599  0.0624
H  6.71844  -1.15320  4.07383  0.0436
H  5.64477  -0.78249  2.74417  0.0408
H  6.58837  -2.33298  2.77281  0.0604
C  0.91161  4.56684  -0.67021  -0.2294
S  1.27987  4.21069  1.08298  0.8117
O  1.27283  2.74798  1.28069  -0.5545
C  3.02157  4.78060  1.13578  -0.2575
H  1.36681  5.51318  -0.96237  0.0537
H  -0.15326  4.75023  -0.52694  0.0199
H  1.18622  3.69029  -1.25701  0.0502
H  3.71897  4.30360  0.44715  0.0521
H  3.32305  4.58815  2.16544  0.0445
H  3.09518  5.85147  0.94633  0.0484
C  2.46681  0.89410  -0.64114  -0.2755
S  3.37186  -0.38289  -1.62327  0.8515
O  3.60839  -1.61328  -0.72879  -0.5924
C  2.08566  -0.69721  -2.97411  -0.2272
H  3.15744  1.71836  -0.46302  0.0299
H  2.27234  0.61436  0.39425  0.0404
H  1.42351  1.05371  -0.91346  0.0355
H  1.15981  -1.02688  -2.50266  0.0415
H  2.51041  -1.56874  -3.47222  0.0415
H  2.08859  0.19939  -3.59395  0.0413
C  0.60235  -1.89774  -7.95692  -0.2352
S  -0.27122  -0.38343  -7.24013  0.8623
O  -0.47020  -1.03076  -5.85800  -0.6166
C  1.26103  0.62097  -7.09793  -0.2762
H  1.44435  -2.23483  -7.35236  0.0552
H  0.87166  -1.57494  -8.96260  0.0362
H  -0.14866  -2.68768  -7.96569  0.0459
H  1.12713  1.52972  -6.51112  0.0461
H  1.68636  0.79107  -8.08700  0.0485
H  1.94837  0.02651  -6.49603  0.0375

---

No. 3
Molecular formula: CF3NO3S
Method: DFT, the ωB97M-V functional and the def2-TZVPD basis

Results
* gap between HOMO and LUMO (alpha / beta): 6.38 / 6.38 eV
* spin multiplicity: 1
* LUMO level (alpha / beta): -4.27 / -4.27 eV
* ΔE to the lowest compared entry with this formula, charge and spin: 434.0 kJ/mol
* HOMO energy (alpha / beta): -10.6 / -10.6 eV

Last column: Löwdin charge in e.
Element x y z (Å)
C  -1.74125  0.03776  -0.21157  -1.0300
N  2.50485  0.08789  0.68271  -0.0994
O  1.66588  -0.54796  -0.01835  -0.1562
O  2.45601  0.16738  1.87043  0.0547
O  0.57474  -1.22129  0.46361  -0.1245
F  -1.02896  1.14445  0.00666  0.0962
F  -2.91210  0.46465  -0.74874  0.0703
F  -2.01211  -0.42188  0.98456  0.1289
S  -0.99185  -1.10668  -1.37328  1.0600

---

No. 4
Molecular formula: CH30F3O22PSZr2
Method: DFT, the ωB97M-V functional and the def2-TZVPD basis

Results
* gap between HOMO and LUMO: 6.06 eV
* spin multiplicity: 1
* LUMO level: -14.40 eV
* net charge: +4
* ΔE to the lowest compared entry with this formula, charge and spin: 277.3 kJ/mol
* HOMO energy: -20.5 eV

Last column: Löwdin charge in e.
Element x y z (Å)
Zr  -13.62732  5.62793  4.04349  2.0799
Zr  -14.70285  7.85545  -1.54012  2.2701
C  -19.15655  7.00447  -1.61518  -0.6721
F  -18.94293  7.35874  -2.87310  0.1704
F  -19.13637  8.09003  -0.84903  0.1546
F  -20.27654  6.34610  -1.53146  0.2249
S  -17.79022  5.82085  -1.06992  0.6144
O  -16.55084  6.70634  -0.95003  -0.4918
O  -18.14010  5.26294  0.20982  -0.2397
O  -17.63266  4.91084  -2.17089  -0.2263
P  -13.96973  6.61846  1.68698  0.3155
O  -14.72028  7.06625  2.98125  -0.4185
O  -14.26429  5.13530  2.09478  -0.4020
O  -12.61272  6.67062  2.43495  -0.4120
O  -14.34195  7.13396  0.29144  -0.3693
O  -12.03754  7.02297  4.96572  -0.0808
H  -11.36955  6.83573  5.64604  0.1351
H  -11.69848  7.79631  4.49191  0.1152
O  -16.79190  9.45224  4.87053  -0.0398
H  -16.03093  9.41361  4.27327  -0.0280
H  -17.49185  9.88005  4.36306  0.0568
O  -16.84163  8.20640  1.87485  -0.0072
H  -16.07631  7.74666  2.27307  0.0003
H  -17.05817  8.90009  2.51058  0.0624
O  -14.49059  10.13603  3.17236  -0.0309
H  -13.67378  9.79792  2.78179  -0.0057
H  -14.73996  10.88638  2.62069  0.0735
O  -14.56358  7.15721  5.54868  -0.0843
H  -14.28256  8.03434  5.85654  0.1263
H  -15.44708  7.03341  5.93056  0.1102
O  -11.45088  4.64646  4.04081  -0.0751
H  -10.90154  4.27364  3.33402  0.1245
H  -10.90215  4.57810  4.83898  0.1228
O  -16.12082  9.15009  -0.46276  -0.1631
H  -16.58723  9.98086  -0.66431  0.1421
H  -16.46097  8.85248  0.45719  0.0585
O  -14.40130  5.68739  -2.07980  -0.0971
H  -14.32565  4.75978  -1.77504  0.1438
H  -14.54973  5.61235  -3.04495  0.1337
O  -10.48182  6.54344  0.39036  -0.0137
H  -10.68114  6.27209  1.29306  0.0383
H  -9.59360  6.92937  0.42521  0.1068
O  -13.82064  3.42050  3.79233  -0.0928
H  -14.34644  2.69840  4.18184  0.1500
H  -13.33109  3.01091  3.05998  0.1266
O  -15.73823  3.67258  0.37310  -0.0517
H  -15.16970  4.26987  0.88248  -0.0400
H  -16.63765  4.03494  0.42024  0.0027
O  -15.89757  5.04339  4.50108  -0.0569
H  -16.67375  5.50980  4.85130  0.1292
H  -16.26191  4.37760  3.89216  0.1182
O  -12.19408  9.38286  1.67550  -0.0379
H  -12.22844  8.50320  2.09693  0.0135
H  -11.25478  9.53073  1.47993  0.1123
O  -13.55518  9.67241  -0.70011  -0.1153
H  -12.85588  9.40278  -0.05607  0.0504
H  -13.81421  10.56706  -0.42756  0.1273
O  -12.27404  7.35002  -1.40633  -0.1102
H  -11.66159  7.15593  -0.65000  0.0348
H  -11.78028  7.06572  -2.19279  0.1169

---

No. 5
Molecular formula: C12H21ClFN2O2
Method: DFT, the ωB97M-V functional and the def2-TZVPD basis

Results
* gap between HOMO and LUMO: 4.62 eV
* spin multiplicity: 1
* LUMO level: -4.24 eV
* net charge: +1
* ΔE to the lowest compared entry with this formula, charge and spin: 440.8 kJ/mol
* HOMO energy: -8.9 eV

Last column: Löwdin charge in e.
Element x y z (Å)
C  3.83352  -1.69367  2.36687  -0.0455
C  2.89097  -0.51113  2.23716  -0.5207
C  3.34881  0.48559  1.31094  -0.0455
C  2.70160  1.73574  1.04015  -0.5456
C  3.47723  2.61166  0.07672  -0.0497
O  1.62385  2.09803  1.52434  -0.0414
O  1.83374  -0.44255  2.87401  -0.0199
H  4.39052  -1.86548  1.43986  0.0682
H  4.55877  -1.52063  3.17331  0.0879
H  3.26507  -2.59013  2.61935  0.0698
H  4.25305  0.26862  0.74791  0.0812
H  4.07107  2.00842  -0.61846  0.0692
H  2.78375  3.24353  -0.48048  0.0654
H  4.15801  3.27208  0.63074  0.0883
Cl  -5.02815  -1.58981  0.12511  0.7146
C  -4.23343  -0.41572  -0.94951  -0.4891
N  -2.75275  -0.37805  -0.78308  -0.2729
C  -2.34403  0.07742  0.61223  -0.0413
C  -0.85925  0.17440  0.68286  -0.0247
N  -0.33446  -0.13007  -0.67514  -0.1710
F  1.12077  0.01775  -0.61716  0.0814
C  -0.81845  0.81178  -1.72063  -0.0167
C  -2.29633  0.66352  -1.77317  -0.0636
C  -0.60057  -1.54481  -1.06226  -0.0244
C  -2.08041  -1.69967  -1.15901  -0.0437
H  -4.46445  -0.68993  -1.98471  0.1124
H  -4.63048  0.57950  -0.72214  0.1142
H  -2.81290  1.05811  0.76663  0.1599
H  -2.75767  -0.63949  1.33278  0.1372
H  -0.49745  1.16862  0.96202  0.1462
H  -0.40040  -0.53441  1.38011  0.1560
H  -0.50327  1.81697  -1.43726  0.1687
H  -0.33679  0.52275  -2.65472  0.1598
H  -2.63905  0.31173  -2.75388  0.1556
H  -2.81632  1.58921  -1.50369  0.1581
H  -0.09409  -1.70269  -2.01864  0.1600
H  -0.14090  -2.18382  -0.30256  0.1678
H  -2.48061  -2.47539  -0.49415  0.1374
H  -2.38851  -1.90800  -2.19246  0.1561

---

No. 6
Molecular formula: C12H17BN6OPd
Method: DFT, the ωB97M-V functional and the def2-TZVPD basis

Results
* gap between HOMO and LUMO (alpha / beta): 5.65 / 4.14 eV
* spin multiplicity: 5
* ⟨S²⟩: 6.05
* LUMO level (alpha / beta): -6.74 / -11.38 eV
* net charge: +2
* HOMO energy (alpha / beta): -12.4 / -15.5 eV

Last column: Mulliken spin population.
Element x y z (Å)
H  0.55803  3.23912  1.50420  0.0023
N  0.13253  1.69612  0.13170  0.3623
B  -0.24387  0.27522  -1.93110  -0.0321
N  0.13273  1.60712  -1.22350  -0.0158
C  0.49333  2.80222  -1.75900  0.3259
Pd  -0.40687  -0.06808  1.28200  0.7500
H  0.55063  2.92592  -2.83990  -0.0097
C  0.73473  3.69492  -0.71470  0.3085
H  1.04163  4.73702  -0.79040  -0.0032
C  0.49313  2.94842  0.45590  -0.0626
H  -0.18177  0.40742  -3.13150  -0.0009
C  -0.92607  -1.76988  2.33230  0.1798
H  -0.90147  -1.61348  3.42250  -0.0018
H  -0.22537  -2.58358  2.07170  -0.0005
H  -1.94517  -2.07948  2.03830  0.0085
N  -1.68477  -0.12098  -1.50710  -0.0063
N  0.73933  -0.83138  -1.46000  0.0026
N  -1.98957  -0.31398  -0.19830  0.3951
N  0.84473  -1.14458  -0.14330  0.0301
C  -2.79507  -0.30678  -2.26710  0.3428
C  1.60013  -1.59488  -2.18170  -0.0036
H  -2.74657  -0.19328  -3.34970  -0.0070
H  1.65933  -1.48458  -3.26400  0.0000
C  -3.85497  -0.63178  -1.42070  0.3222
C  2.28613  -2.43168  -1.30140  0.0121
C  -3.29507  -0.62128  -0.12760  -0.0369
C  1.77443  -2.10688  -0.02910  -0.0162
H  -4.88627  -0.84328  -1.69980  -0.0043
H  3.04933  -3.16888  -1.54560  0.0001
H  -3.75677  -0.81308  0.84100  0.0082
H  2.02463  -2.50748  0.95340  0.0012
H  -1.29507  0.71702  2.30640  0.1040
C  2.50773  0.43762  2.30730  0.2111
C  1.09733  0.16442  2.70800  0.2275
O  0.82873  0.07252  3.89600  0.6164
H  2.58743  0.48392  1.20460  0.0026
H  3.15553  -0.38068  2.68650  -0.0058
H  2.84313  1.40082  2.74370  -0.0063

---

Short version: largest force on an atom = 8.61; 4.17; 4.90; 5.58; 1.83; 4.22 eV Å⁻¹, in the order given.